{"formula": "C3H12N3O", "method": "the ωB97M-V functional and the def2-TZVPD basis", "total_charge": 1, "homo_ev": -14.001, "molar_mass_g_mol": 106.149, "gap_ev": 11.05, "largest_force_ev_per_a": 5.278, "smiles": "C[NH2+]N(C)[C@@H](N)O", "relative_energy_ev": 4.8611, "elements": ["C", "N", "N", "C", "C", "N", "O", "H", "H", "H", "H", "H", "H", "H", "H", "H", "H", "H", "H"], "positions_angstrom": [[2.076496, -0.800496, 0.155500], [0.676137, -0.451219, 0.597873], [0.065259, 0.357452, -0.350274], [0.245323, 1.791877, -0.111129], [-1.541230, -0.017952, -0.363968], [-1.497336, -1.432348, -0.267073], [-2.002174, 0.513733, 0.746124], [2.406696, -1.758686, 0.466560], [1.955063, -0.938010, -0.955748], [2.765061, 0.057003, 0.437569], [0.190290, -1.315387, 0.801913], [0.727931, -0.049202, 1.486685], [1.229304, 1.860514, 0.107369], [-0.033663, 2.170383, -1.117843], [-0.453241, 2.072729, 0.772208], [-2.035690, 0.343083, -1.507000], [-1.291092, -1.873700, -1.140569], [-2.340212, -1.972705, -0.071979], [-2.662361, -0.213260, 1.058433]], "atomic_forces_ev_per_a": [[0.101, 1.542, -1.913], [2.216, -0.964, -0.007], [-3.595, -0.667, -2.066], [-4.268, -1.375, 0.039], [2.783, 0.026, -4.484], [-0.473, -1.904, -0.226], [-3.627, -1.361, 2.371], [0.190, -0.676, 1.155], [0.431, 0.659, 1.071], [-0.771, -1.330, -0.535], [-1.122, -0.547, -0.854], [0.101, 1.417, 2.093], [3.149, 1.221, 0.591], [0.269, 0.660, 1.094], [1.320, 0.287, -1.560], [1.619, -0.417, 3.471], [0.810, 0.125, -0.886], [-0.382, 0.894, 0.643], [1.250, 2.411, 0.003]]}